(1)
Molecular formula: CH3O3
Method: DFT, the ωB97M-V functional and the def2-TZVPD basis

Last column: Löwdin charge in e.
Element x y z (Å)
C: 0.091 0.220 0.143  0.48
O: 1.135 -2.559 2.914  0.24
O: -0.068 -1.702 1.306  0.07
O: 0.901 -1.723 2.092  -0.07
H: 0.598 0.512 1.045  0.07
H: 0.680 -0.197 -0.608  0.06
H: -0.952 0.590 -0.138  0.14

Values from the calculation:
HOMO-LUMO gap (alpha / beta) = 9.364 / 9.366 eV
total charge = +1
E_HOMO (alpha / beta) = -17.59 / -17.59 eV



(2)
Molecular formula: CH3O3P
Method: DFT, the ωB97M-V functional and the def2-TZVPD basis

Last column: Löwdin charge in e.
Element x y z (Å)
C: 1.481 -0.169 0.227  0.06
O: -1.228 0.180 -1.628  -0.36
O: 0.330 -0.501 0.546  -0.13
O: -1.433 1.462 0.591  -0.34
P: -1.388 0.176 -0.158  0.48
H: 2.277 -0.132 0.892  0.08
H: 1.692 0.132 -0.886  0.15
H: -1.731 -1.149 0.416  0.07

Values from the calculation:
HOMO-LUMO gap = 9.130 eV
E_HOMO = -10.59 eV



(3)
Molecular formula: CH3O3S
Method: DFT, the ωB97M-V functional and the def2-TZVPD basis

Last column: Löwdin charge in e.
Element x y z (Å)
C: 0.506 -1.149 0.160  -0.46
O: -0.471 0.361 -2.050  -0.45
O: -1.112 1.076 0.123  -0.46
O: -0.555 -1.335 0.960  -0.30
S: -0.064 0.415 -0.673  0.52
H: 1.744 -0.379 1.118  0.03
H: -0.984 -0.359 1.148  0.09
H: 0.936 1.369 -0.786  0.03

Values from the calculation:
HOMO-LUMO gap = 7.009 eV
total charge = -1
E_HOMO = -3.19 eV



(4)
Molecular formula: CH3O4P
Method: DFT, the ωB97M-V functional and the def2-TZVPD basis

Last column: Löwdin charge in e.
Element x y z (Å)
C: -0.047 -0.775 -0.279  -0.32
O: -3.933 -1.564 -0.154  -0.47
O: -3.021 0.224 1.356  -0.47
O: -3.311 0.733 -1.135  -0.47
O: 0.528 0.473 0.227  -0.33
P: -3.164 -0.283 -0.049  0.15
H: 0.259 -1.728 0.453  -0.02
H: 0.344 -0.880 -1.315  -0.08
H: -0.211 1.075 0.083  0.01

Values from the calculation:
HOMO-LUMO gap = 5.412 eV
total charge = -2
E_HOMO = 1.84 eV



(5)
Molecular formula: CH3O4P
Method: DFT, the ωB97M-V functional and the def2-TZVPD basis

Last column: Löwdin charge in e.
Element x y z (Å)
O: 4.115 -0.143 0.047  -0.46
P: 2.826 -0.212 -0.642  0.83
O: 1.573 0.069 0.456  -0.37
C: 0.004 0.203 0.095  -0.48
O: -0.111 -0.189 -1.166  0.01
O: -0.758 -0.494 0.992  0.09
H: -0.233 1.226 0.071  0.15
H: 0.022 -1.176 -1.169  0.14
H: -0.743 -1.422 0.840  0.09

Values from the calculation:
HOMO-LUMO gap = 10.189 eV
E_HOMO = -10.28 eV



(6)
Molecular formula: CH3O4P
Method: DFT, the ωB97M-V functional and the def2-TZVPD basis

Last column: Löwdin charge in e.
Element x y z (Å)
C: -0.300 0.167 0.564  -0.32
O: 0.697 -0.229 -1.959  -0.35
O: -0.004 -1.009 0.493  0.01
O: -0.598 0.757 1.681  0.18
O: -1.089 -2.078 -1.786  -0.32
P: 0.201 -1.500 -1.431  0.47
H: -0.330 0.764 -0.367  0.15
H: 1.181 -2.372 -0.999  0.04
H: -0.830 1.696 1.579  0.15

Values from the calculation:
HOMO-LUMO gap = 10.654 eV
E_HOMO = -10.78 eV



(7)
Molecular formula: CH3O4S
Method: DFT, the ωB97M-V functional and the def2-TZVPD basis

Last column: Löwdin charge in e.
Element x y z (Å)
C: 0.954 0.375 -0.080  -0.47
O: -0.107 0.803 -0.855  -0.35
O: -1.063 -1.284 0.415  -0.52
O: 1.331 -0.925 -0.368  -0.08
O: -2.209 0.811 0.703  -0.51
S: -1.603 -0.061 -0.285  0.72
H: 1.612 1.141 -0.408  0.10
H: 0.640 0.419 0.953  0.10
H: 0.445 -1.280 -0.077  0.00

Values from the calculation:
HOMO-LUMO gap = 8.474 eV
total charge = -1
E_HOMO = -4.39 eV



(8)
Molecular formula: CH3O4S2
Method: DFT, the ωB97M-V functional and the def2-TZVPD basis

Last column: Löwdin charge in e.
Element x y z (Å)
C: 1.272 -0.506 -0.080  -0.85
O: -1.375 1.624 0.134  -0.41
O: -3.434 1.812 1.331  -0.47
O: -2.267 -0.479 0.870  -0.38
O: 0.273 -1.243 0.118  -0.17
S: 1.440 1.093 -0.601  0.54
S: -2.134 1.157 1.393  0.75
H: 2.259 -1.054 -0.119  0.04
H: -0.366 1.402 -0.086  -0.09
H: -1.272 -0.726 0.600  0.03

Values from the calculation:
HOMO-LUMO gap = 8.694 eV
total charge = -1
E_HOMO = -5.19 eV



(9)
Molecular formula: CH3OPS
Method: DFT, the ωB97M-V functional and the def2-TZVPD basis

Last column: Löwdin charge in e.
Element x y z (Å)
C: -0.409 -0.120 -0.281  -0.31
O: -0.252 0.357 2.553  -1.00
P: 0.399 0.737 0.974  0.78
S: -1.869 0.077 2.882  0.57
H: -1.533 -0.211 -0.199  0.00
H: -0.370 0.104 -1.375  0.01
H: 1.597 0.176 1.337  -0.06

Values from the calculation:
HOMO-LUMO gap (alpha / beta) = 6.490 / 8.474 eV
E_HOMO (alpha / beta) = -8.21 / -9.29 eV



(10)
Molecular formula: CH3OS2
Method: DFT, the ωB97M-V functional and the def2-TZVPD basis

Last column: Löwdin charge in e.
Element x y z (Å)
C: 1.295 0.887 -1.232  0.12
O: -1.892 -0.170 2.350  -0.79
S: -1.966 -2.346 0.500  -0.21
S: -1.430 -1.525 2.146  0.00
H: 1.709 1.029 -0.243  0.00
H: 1.898 0.901 -2.045  -0.06
H: 0.386 1.224 -1.477  -0.06

Values from the calculation:
HOMO-LUMO gap (alpha / beta) = 7.634 / 4.646 eV
total charge = -1
E_HOMO (alpha / beta) = -3.74 / -1.72 eV



(11)
Molecular formula: CH3OS2
Method: DFT, the ωB97M-V functional and the def2-TZVPD basis

Last column: Löwdin charge in e.
Element x y z (Å)
C: -1.750 0.041 0.097  0.04
O: 2.372 -1.122 -0.471  -0.79
S: 2.704 1.724 -0.021  -0.21
S: 1.689 0.032 0.203  0.08
H: -2.708 -0.448 0.079  -0.04
H: -1.207 -0.121 0.971  -0.08
H: -1.099 -0.106 -0.859  0.01

Values from the calculation:
HOMO-LUMO gap (alpha / beta) = 7.675 / 5.096 eV
total charge = -1
E_HOMO (alpha / beta) = -3.80 / -2.20 eV



(12)
Molecular formula: CH3PS
Method: DFT, the ωB97M-V functional and the def2-TZVPD basis

Last column: Löwdin charge in e.
Element x y z (Å)
C: 0.524 0.594 -0.076  -0.87
P: 1.199 -0.775 0.943  0.48
S: 0.710 1.095 1.657  0.36
H: 1.177 1.126 -0.761  0.01
H: -0.493 0.496 -0.438  0.01
H: -0.690 -1.673 1.231  0.01

Values from the calculation:
HOMO-LUMO gap = 8.536 eV
E_HOMO = -8.79 eV



(13)
Molecular formula: CH3PSi
Method: DFT, the ωB97M-V functional and the def2-TZVPD basis

Last column: Löwdin charge in e.
Element x y z (Å)
C: -0.764 -0.101 1.197  -0.45
P: -0.723 -1.270 0.142  0.52
Si: 1.101 -0.291 -1.057  0.40
H: -1.329 0.539 1.742  -0.08
H: 0.642 0.408 -2.277  -0.23
H: 1.073 0.715 0.254  -0.17

Values from the calculation:
HOMO-LUMO gap (alpha / beta) = 6.959 / 6.962 eV
E_HOMO (alpha / beta) = -8.10 / -8.10 eV



(14)
Molecular formula: CH41O19S
Method: DFT, the ωB97M-V functional and the def2-TZVPD basis

Last column: Löwdin charge in e.
Element x y z (Å)
C: 1.742 -0.968 -3.808  -0.54
S: 1.896 -0.231 -2.050  0.26
H: 2.628 -0.890 -4.372  -0.03
H: 1.346 -1.957 -3.576  -0.03
H: 1.035 -0.255 -4.354  0.02
H: 1.735 -3.661 2.476  0.00
H: 2.771 -2.920 3.189  0.01
O: 2.535 -3.806 3.030  -0.05
H: 0.721 4.970 -1.254  0.05
H: -0.116 4.025 -0.527  -0.06
O: 0.582 4.571 -0.316  -0.08
H: -0.067 1.819 0.807  0.08
H: -0.275 1.926 2.250  0.05
O: -0.812 1.869 1.473  -0.06
H: -2.550 3.317 -1.216  -0.05
H: -1.760 2.445 -2.172  0.04
O: -1.839 3.400 -1.799  -0.10
H: -3.630 0.798 -0.205  0.03
H: -4.212 2.091 -0.086  0.00
O: -3.700 1.654 -0.689  -0.02
H: 1.560 3.963 -2.662  0.05
H: 0.086 4.434 -3.271  0.09
O: 0.966 4.671 -2.881  -0.05
H: 1.553 3.010 -0.127  -0.01
H: 2.000 1.559 -0.488  -0.08
O: 1.883 2.193 0.259  -0.12
H: 3.486 -3.165 -0.191  0.05
H: 2.253 -2.960 -0.953  -0.03
O: 2.730 -3.622 -0.514  -0.01
H: -0.365 0.662 4.726  0.06
H: 0.944 1.732 4.989  0.04
O: 0.135 1.313 5.413  -0.19
H: 0.862 -5.408 1.694  0.10
H: 1.486 -4.436 0.568  -0.01
O: 0.757 -4.693 1.068  -0.04
H: -1.551 4.760 1.168  -0.01
H: -1.859 3.189 0.920  0.06
O: -2.071 4.181 0.686  -0.09
H: -3.162 -0.753 0.737  0.08
H: -2.101 0.447 0.956  0.02
O: -2.900 0.028 1.335  -0.09
H: -1.027 -4.693 1.185  -0.06
H: -2.126 -3.843 1.757  0.10
O: -1.921 -4.513 1.029  -0.05
H: -1.570 0.097 -2.537  -0.06
H: -0.296 0.813 -2.677  -0.03
O: -1.252 0.858 -2.809  -0.01
H: 0.015 -0.877 2.606  0.03
H: -1.293 0.038 2.804  0.03
O: -0.421 -0.183 3.182  -0.10
H: -2.443 -2.561 -2.064  0.02
H: -2.426 -3.193 -0.684  0.04
O: -2.772 -2.351 -1.143  -0.13
H: 0.333 -3.006 1.237  0.06
H: 1.429 -1.865 1.437  -0.04
O: 0.628 -2.138 1.633  -0.01
H: -0.842 -1.212 -3.512  0.04
H: -0.373 -2.244 -2.459  -0.01
O: -0.984 -2.112 -3.143  -0.06
H: 4.046 0.446 0.579  0.07
H: 2.752 0.791 1.438  -0.02
O: 3.482 0.189 1.377  -0.10

Values from the calculation:
HOMO-LUMO gap = 7.169 eV
total charge = -1
E_HOMO = -4.98 eV



(15)
Molecular formula: CH4BClS
Method: DFT, the ωB97M-V functional and the def2-TZVPD basis

Last column: Löwdin charge in e.
Element x y z (Å)
C: 0.295 -1.195 -0.281  -0.06
B: 0.091 0.572 -0.310  -0.39
S: -0.570 2.195 0.497  0.35
Cl: -1.445 1.549 2.177  0.05
H: 1.324 -1.082 -0.464  0.01
H: -0.302 -1.586 -1.096  0.04
H: -0.047 -1.612 0.650  0.03
H: 0.654 1.159 -1.173  -0.02

Values from the calculation:
HOMO-LUMO gap = 9.902 eV
E_HOMO = -9.61 eV



(16)
Molecular formula: CH4BClS
Method: DFT, the ωB97M-V functional and the def2-TZVPD basis

Last column: Löwdin charge in e.
Element x y z (Å)
B: 0.363 -0.127 -0.772  -0.67
C: 0.788 0.129 0.723  -0.01
S: -1.362 -0.884 0.103  0.41
Cl: -2.725 0.606 0.018  0.09
H: 0.946 -1.106 -1.169  0.02
H: -0.107 0.937 -1.390  0.05
H: 1.242 -0.689 1.259  0.03
H: 0.856 1.134 1.226  0.08

Values from the calculation:
HOMO-LUMO gap = 8.199 eV
E_HOMO = -9.52 eV



(17)
Molecular formula: CH4BNO2
Method: DFT, the ωB97M-V functional and the def2-TZVPD basis

Last column: Löwdin charge in e.
Element x y z (Å)
B: 0.058 -0.876 -0.157  -0.34
C: 0.190 0.775 0.113  0.18
N: 2.016 0.077 -0.073  -0.22
O: 3.088 0.612 -0.038  0.12
O: 1.640 -1.134 0.125  0.01
H: -0.423 -1.436 0.755  0.04
H: 0.062 -1.189 -1.300  0.05
H: 0.111 1.573 -0.589  0.05
H: 0.465 1.123 1.162  0.10

Values from the calculation:
HOMO-LUMO gap = 10.068 eV
E_HOMO = -10.71 eV



(18)
Molecular formula: CH4BrOP
Method: DFT, the ωB97M-V functional and the def2-TZVPD basis

Last column: Löwdin charge in e.
Element x y z (Å)
O: 0.358 1.453 0.166  -0.15
C: 0.799 0.227 0.557  -1.05
P: -0.063 -1.346 0.157  0.79
Br: 2.791 -0.065 -0.043  0.43
H: 0.067 1.319 -0.821  0.15
H: 0.781 0.304 1.687  0.08
H: -1.112 -0.616 -0.076  -0.17
H: 0.101 -1.200 -1.290  -0.07

Values from the calculation:
HOMO-LUMO gap = 10.615 eV
E_HOMO = -10.07 eV



(19)
Molecular formula: CH4BrP
Method: DFT, the ωB97M-V functional and the def2-TZVPD basis

Last column: Löwdin charge in e.
Element x y z (Å)
C: -1.820 0.229 -0.402  -0.45
P: 2.006 0.177 1.082  0.49
Br: -0.140 0.134 -1.330  0.49
H: -2.648 0.743 -1.039  0.03
H: -1.700 -0.045 0.603  -0.05
H: 2.847 -0.224 -0.116  -0.18
H: 1.455 -1.014 1.202  -0.32

Values from the calculation:
HOMO-LUMO gap (alpha / beta) = 7.939 / 7.831 eV
E_HOMO (alpha / beta) = -8.80 / -8.24 eV



(20)
Molecular formula: CH4Cl2NOP
Method: DFT, the ωB97M-V functional and the def2-TZVPD basis

Last column: Löwdin charge in e.
Element x y z (Å)
C: -2.379 0.484 -0.080  -0.54
N: 1.954 -1.308 0.011  -0.16
O: 1.686 0.939 -1.465  -0.43
P: 1.072 0.053 -0.476  0.31
Cl: -2.182 2.093 0.372  0.53
Cl: 1.192 1.120 1.273  0.25
H: -3.193 0.416 -0.767  -0.02
H: -2.113 -0.282 0.676  0.01
H: 1.673 -1.467 0.990  0.03
H: 2.290 -2.048 -0.532  0.03

Values from the calculation:
HOMO-LUMO gap (alpha / beta) = 8.831 / 6.835 eV
E_HOMO (alpha / beta) = -9.11 / -8.70 eV



In order of appearance, relative energy (zero: lowest compared OMol25 entry of this formula, charge and spin) = 6.3313 1.8955 5.3638 1.9547 1.7594 0.9554 0.8642 0.2390 3.7823 1.9261 1.7030 1.7351 2.7608 1.2657 0.9140 2.4529 3.2012 0.8623 4.4796 3.6042 eV.
In order of appearance, strongest force on any atom = 4.40 4.83 2.94 2.90 3.06 1.72 2.83 2.38 2.57 3.79 3.46 3.27 3.87 7.56 4.98 2.27 4.29 3.82 3.64 3.17 eV/A.